(1)
Entry from OMol25: a molecular structure, C32H41BCl2N8O4Tc at a distorted geometry (ωB97M-V/def2-TZVPD).

Values from the calculation:
* 2S+1: 4
* HOMO-LUMO gap (spin up / spin down): 7.99 / 6.53 eV
* calculated total energy: -3009.18869 Ha
* <S²>: 3.77

Structure (XYZ):
```
89
Properties=species:S:1:pos:R:3:forces:R:3:lowdin_spin:R:1
C 0.131 -2.224 4.690 -0.02 0.08 -0.01 0.00
C 1.190 -4.087 1.260 -0.04 0.04 0.03 0.00
H -1.089 -0.532 4.158 -0.02 0.00 -0.03 0.00
C -2.470 -1.598 -0.798 0.54 -0.05 0.17 0.06
H -4.286 3.772 -0.616 0.01 -0.04 -0.03 0.00
H -0.576 -2.675 5.391 0.04 0.01 -0.05 0.00
C -0.051 -0.074 5.983 -0.05 -0.04 -0.06 0.00
C 0.624 -2.000 -2.716 0.02 -0.20 -0.15 0.01
H -0.153 1.040 -4.159 -0.08 -0.01 0.04 0.00
C -4.449 1.904 1.302 0.05 -0.10 0.06 0.00
H 2.084 3.372 1.530 -0.05 0.07 -0.13 0.00
C 1.701 2.125 -3.997 -0.13 -0.34 0.03 0.00
H 1.142 -2.430 5.053 -0.05 -0.02 -0.03 0.00
H 0.012 -2.704 3.718 0.04 -0.02 -0.01 0.00
C -4.001 2.788 -0.999 0.01 -0.16 0.07 0.00
C -0.103 -0.715 4.590 0.14 -0.01 0.11 0.00
H -4.042 1.388 2.174 -0.03 0.00 -0.03 0.00
H 3.233 -1.401 1.029 -0.03 -0.05 0.00 0.00
C 0.633 -1.775 0.523 -0.52 -0.09 0.15 0.01
H -5.360 1.392 0.988 0.01 0.03 0.02 0.00
H -3.298 0.905 -0.187 0.01 0.00 -0.07 0.00
H 0.916 -0.274 6.454 -0.04 0.04 0.00 0.00
N -1.292 -1.174 -0.346 -0.59 0.36 -0.28 0.02
H 0.154 -4.350 1.098 0.01 -0.01 0.00 0.00
H 2.066 3.091 -4.353 0.04 0.08 0.01 0.00
B 1.497 2.412 1.099 -0.10 -0.24 0.22 0.00
C 2.928 -2.422 1.212 0.03 0.11 -0.03 0.00
C -2.738 0.146 -2.544 -0.16 -0.22 0.05 0.05
H -0.835 -0.485 6.626 0.05 0.02 -0.01 0.00
Cl 2.114 -4.230 -3.333 -0.01 0.04 -0.02 0.00
H -0.366 2.723 -3.648 0.00 -0.03 -0.03 0.00
H -4.545 0.506 -3.641 -0.02 -0.01 -0.04 0.00
C 3.853 -3.378 1.602 0.02 -0.03 0.03 0.00
C 2.115 -5.040 1.652 -0.01 -0.01 0.01 0.00
C 0.891 -0.047 3.683 0.02 0.08 -0.04 0.00
N -0.915 1.954 0.319 0.17 -0.13 0.19 0.01
C 2.302 -0.078 3.733 0.04 -0.10 0.10 0.00
H -2.890 -2.930 0.821 -0.01 -0.02 -0.05 0.00
C 1.593 -2.771 1.042 0.14 0.06 0.00 0.00
Cl 3.347 -1.742 -2.453 -0.04 -0.01 0.00 0.00
Tc -0.221 0.413 -1.006 0.63 -0.98 -0.57 2.40
O 0.587 -0.704 -2.579 -0.41 0.36 0.55 0.03
H 4.892 -3.103 1.732 -0.03 0.00 -0.02 0.00
H -2.422 -3.700 -0.690 -0.02 0.04 0.05 0.00
C 2.697 0.788 2.743 0.04 0.04 -0.15 0.00
C -3.162 -0.961 -1.844 -0.08 0.20 -0.14 0.03
H 2.125 0.059 -4.424 0.01 -0.02 -0.01 0.00
H 4.014 2.893 -0.011 -0.11 0.02 -0.01 0.00
N 1.321 1.849 -1.448 0.38 0.05 -0.12 0.01
C 2.449 1.035 -4.777 -0.02 0.12 0.03 0.00
H 2.048 -2.137 -4.351 -0.03 0.05 -0.09 0.00
N 2.080 2.150 -0.339 -0.13 -0.11 -0.10 0.01
H -0.032 4.480 2.108 0.02 -0.08 -0.07 0.00
C -2.125 2.472 0.607 0.02 0.03 0.12 0.01
H -2.740 4.242 1.793 0.05 -0.03 -0.04 0.00
O 1.097 -0.645 0.044 -0.08 0.49 0.01 0.11
H 4.177 -5.441 2.102 -0.05 0.05 0.01 0.00
C 3.336 2.559 -2.108 0.04 -0.04 -0.08 0.01
H -3.184 1.576 -4.075 -0.03 -0.01 0.04 0.00
C 3.450 -4.689 1.818 0.01 -0.01 0.01 0.00
C -1.963 3.611 1.395 -0.05 0.06 -0.13 0.01
N -0.625 -2.076 0.462 0.37 -0.14 0.08 0.01
N 0.478 0.776 2.731 0.05 -0.03 -0.15 0.00
C -3.469 0.566 -3.786 0.13 0.08 0.03 0.01
H 3.687 1.085 2.420 -0.09 -0.02 0.04 0.00
H -4.055 -3.004 -0.536 0.03 0.01 -0.02 0.00
H 1.799 -6.063 1.813 0.01 0.03 -0.01 0.00
H -0.183 1.008 5.919 0.01 -0.05 0.02 0.00
H -3.262 2.933 -1.783 0.02 -0.02 -0.06 0.00
C -0.601 3.754 1.550 -0.14 -0.10 0.24 0.02
H -4.890 2.319 -1.431 0.05 0.05 0.04 0.00
O -0.254 -2.803 -2.503 0.05 0.28 0.08 0.01
H -4.064 -1.442 -2.194 0.02 -0.01 0.03 0.00
C 2.084 2.113 -2.535 0.06 0.18 0.25 0.01
H 2.938 -0.647 4.395 -0.07 0.05 -0.06 0.00
O -1.719 0.871 -2.217 0.00 0.20 0.02 0.14
N 0.010 2.754 0.924 0.05 0.11 -0.24 0.00
H 0.033 2.343 -5.332 0.01 0.00 0.03 0.00
H 3.529 1.110 -4.641 -0.04 -0.03 -0.01 0.00
H 4.159 2.863 -2.736 -0.07 0.00 0.04 0.00
C -3.009 -2.882 -0.260 -0.05 -0.05 -0.01 0.01
H -3.193 -0.115 -4.595 -0.03 0.03 0.00 0.00
H 2.222 1.120 -5.842 0.03 0.01 0.05 0.00
C 3.279 2.575 -0.734 0.07 -0.08 0.02 0.02
C -3.444 1.929 0.149 0.02 0.10 -0.07 0.00
C 1.977 -2.472 -3.323 -0.05 0.05 0.26 0.00
C 0.209 2.057 -4.293 0.02 0.03 0.05 0.00
H -4.722 2.919 1.601 0.00 -0.04 0.02 0.00
N 1.592 1.278 2.144 -0.01 0.02 -0.13 0.00
```
Forces are in eV/Å.

(2)
Entry from OMol25: a molecular structure, C2F3InMgNO4S2 at a distorted geometry (ωB97M-V/def2-TZVPD).

Values from the calculation:
* 2S+1: 2
* total charge: +2
* HOMO-LUMO gap (spin up / spin down): 5.90 / 6.70 eV
* calculated total energy: -1917.35704 Ha
* <S²>: 0.76

Structure (XYZ):
```
14
Properties=species:S:1:pos:R:3:forces:R:3:lowdin_spin:R:1
F -1.071 0.108 -2.603 0.42 -0.28 0.15 0.00
F -1.822 2.032 -1.987 0.40 -0.41 0.53 0.00
O 2.108 -1.657 2.305 -1.47 0.62 0.32 0.24
Mg -0.075 -1.602 2.086 1.04 -0.71 1.37 0.03
N -0.745 -0.784 0.498 1.08 -0.46 -1.10 0.02
S -0.668 0.688 -0.058 -3.40 3.38 0.58 0.00
In 2.082 -0.274 -0.474 2.06 -2.03 -0.16 0.03
C 2.094 -0.488 1.908 0.38 -1.42 1.80 0.38
O -1.277 1.643 0.852 1.62 -1.99 -1.26 0.00
F -2.866 0.234 -1.407 0.48 -0.04 0.37 0.00
O 0.700 1.040 -0.592 -1.66 2.06 -0.01 0.00
C -1.680 0.767 -1.633 -1.15 0.52 -0.96 0.00
S 0.266 -1.983 -0.380 -0.30 0.06 -0.45 0.06
O 2.954 0.276 1.487 0.49 0.70 -1.20 0.22
```
Forces are in eV/Å.

(3)
Entry from OMol25: CH2N2 in the gas phase at a distorted geometry (ωB97M-V/def2-TZVPD).

Values from the calculation:
* HOMO-LUMO gap: 10.46 eV
* calculated total energy: -148.76452 Ha
* SMILES: N=C=N

Structure (XYZ):
```
5
Properties=species:S:1:pos:R:3:forces:R:3:lowdin_charge:R:1
H -2.205 -0.304 0.079 4.52 1.07 -0.38 0.17
H 2.006 0.556 0.025 -0.84 -0.23 0.01 0.06
N -1.136 0.048 -0.040 -4.38 -1.44 0.12 0.12
C 0.046 -0.140 -0.040 2.60 1.38 0.48 -0.44
N 1.288 -0.160 -0.023 -1.90 -0.77 -0.24 0.09
```
Forces are in eV/Å.

(4)
Entry from OMol25: a molecular structure, C20H19N5NaO2 (ωB97M-V/def2-TZVPD).

Values from the calculation:
* total charge: -1
* HOMO-LUMO gap: 6.46 eV
* calculated total energy: -1360.23119 Ha

Structure (XYZ):
```
47
Properties=species:S:1:pos:R:3:forces:R:3:lowdin_charge:R:1
N 3.698 -4.331 0.514 -0.07 -0.05 -0.06 0.10
C 5.021 2.699 -1.448 -0.08 -0.10 0.04 -0.14
C 1.897 -2.737 0.205 -0.07 0.02 -0.03 -0.07
C -3.956 0.342 0.243 0.14 0.20 -0.05 -0.15
H 3.873 -5.251 0.884 0.02 0.00 0.01 0.08
H -7.146 -0.891 0.274 -0.01 -0.01 0.00 0.08
C -3.964 -2.062 0.583 -0.07 0.05 0.01 -0.04
H -5.888 1.230 0.048 0.00 -0.02 0.00 0.09
H 3.700 4.318 -0.998 0.01 -0.01 -0.01 0.10
C 4.182 0.504 -0.854 0.03 0.04 0.00 -0.04
C 2.349 -4.064 0.316 0.18 0.09 0.09 -0.38
H 2.557 -1.878 0.293 -0.01 -0.03 0.00 0.09
O -1.923 -0.883 0.529 -0.45 -0.29 0.01 -0.12
O 2.073 0.272 0.181 0.32 0.04 -0.18 -0.12
C -0.512 3.593 0.823 0.05 -0.14 -0.02 -0.23
H 1.695 4.270 -0.090 0.03 0.02 -0.01 0.11
C -5.355 0.293 0.192 -0.03 -0.02 0.01 -0.09
N 0.628 -2.465 -0.006 0.02 0.03 -0.02 0.10
C -5.334 -2.066 0.516 -0.01 0.02 -0.01 -0.13
H 4.229 -3.597 0.954 -0.02 0.01 0.01 0.08
H -0.445 -5.629 -0.109 0.02 -0.02 0.01 0.09
C -6.066 -0.882 0.318 0.12 -0.01 0.01 -0.15
H -1.405 3.506 -1.118 0.03 -0.03 -0.01 0.11
C 1.632 3.175 0.032 0.16 -0.19 -0.02 -0.12
H -5.864 -3.008 0.626 0.00 0.00 0.00 0.09
C 0.241 -4.793 -0.016 0.03 -0.05 0.00 -0.14
H -4.061 2.487 0.050 -0.05 0.01 0.00 0.11
H 4.307 -0.573 -0.824 0.00 0.00 0.00 0.09
C -3.339 1.654 0.100 -0.06 -0.23 0.09 -0.12
H -0.207 4.644 0.711 0.02 0.03 -0.03 0.10
C -0.216 -3.499 -0.120 0.00 0.08 0.01 -0.13
N -2.093 1.914 0.040 0.02 0.14 -0.08 0.03
N 1.527 -5.092 0.211 -0.12 -0.04 -0.03 0.10
C 5.163 1.303 -1.387 0.00 0.03 0.01 -0.13
H -2.530 3.996 0.162 -0.05 0.00 0.00 0.10
H -3.416 -2.980 0.758 0.00 0.00 0.00 0.09
C -3.186 -0.861 0.449 0.03 0.08 0.06 -0.39
H 5.798 3.324 -1.866 0.01 0.00 -0.01 0.08
C 2.823 2.462 -0.415 -0.23 0.15 0.08 -0.15
C -1.707 3.308 -0.083 0.02 -0.15 0.04 -0.23
C 3.849 3.241 -0.962 0.06 0.00 -0.01 -0.09
Na -0.138 0.278 0.277 0.10 0.07 0.01 0.41
H -0.823 3.442 1.861 0.01 -0.03 0.00 0.11
H -1.259 -3.257 -0.274 0.02 0.02 0.01 0.08
N 0.568 2.670 0.516 -0.08 0.23 0.00 0.02
H 6.068 0.841 -1.770 0.00 0.01 0.00 0.09
C 2.955 1.031 -0.326 -0.05 0.00 0.10 -0.39
```
Forces are in eV/Å.

(5)
Entry from OMol25: a molecular structure, C11H16AsF6NiO4Sb at a distorted geometry (ωB97M-V/def2-TZVPD).

Values from the calculation:
* 2S+1: 2
* total charge: +1
* HOMO-LUMO gap (spin up / spin down): 4.76 / 4.91 eV
* calculated total energy: -5312.84701 Ha
* <S²>: 0.76

Structure (XYZ):
```
40
Properties=species:S:1:pos:R:3:forces:R:3:lowdin_spin:R:1
H 3.924 -0.160 0.906 -0.12 0.08 -0.13 0.01
C 5.056 3.440 1.101 0.22 0.03 -0.07 0.00
Sb -0.897 -2.945 -1.462 0.49 0.81 0.52 0.00
F -0.563 -4.673 -0.856 -0.19 0.52 -0.31 0.00
H 6.842 4.230 0.200 0.08 0.06 0.05 0.00
O -2.862 0.771 -0.116 0.06 -0.34 0.10 0.00
C 2.872 -0.431 1.003 -0.32 -0.13 0.03 0.06
F -2.397 -3.296 -2.520 0.70 0.22 0.47 0.00
O -0.118 -0.713 1.946 -1.00 0.47 -0.34 0.02
C 3.378 2.622 -0.432 0.66 0.09 0.07 0.04
H -3.346 3.379 0.183 -0.04 -0.06 0.09 0.00
C 5.459 3.519 -1.273 0.19 -0.05 0.16 0.00
H 2.448 0.004 1.904 0.02 0.10 -0.01 0.00
O -0.833 1.464 -0.107 0.44 -1.03 0.24 0.02
C 2.001 2.184 -0.680 -0.62 -0.27 0.12 0.09
F 0.514 -2.243 -0.249 -0.78 -0.54 -0.74 0.05
C 3.823 2.866 0.878 -0.22 -0.06 -0.31 0.04
H 3.907 2.738 -2.516 -0.04 0.01 -0.10 0.00
C 4.235 2.924 -1.502 -0.31 -0.06 0.17 0.04
H 2.783 -1.514 1.082 -0.03 0.03 -0.13 0.00
C 5.881 3.770 0.029 -0.27 -0.09 -0.10 0.06
H 1.300 2.542 0.072 0.01 -0.07 -0.16 0.00
C 3.024 -0.486 -2.024 -0.40 -0.16 0.06 0.06
C -2.516 3.139 -0.476 0.00 0.06 0.01 0.00
H 6.087 3.797 -2.104 0.07 -0.02 -0.09 0.00
H 1.649 2.436 -1.682 -0.09 -0.13 0.12 0.00
H -2.884 3.246 -1.496 0.06 -0.08 -0.09 0.00
F -2.063 -2.460 0.115 0.81 -0.36 -0.91 0.00
H 2.686 -0.090 -2.980 -0.05 0.04 0.06 0.00
O -1.307 -0.270 1.856 0.55 -0.54 2.28 0.01
H 3.169 2.637 1.708 -0.04 0.02 0.10 0.00
C -2.074 1.741 -0.236 -0.42 -0.25 0.11 0.00
H 5.378 3.657 2.107 0.03 -0.01 0.14 0.00
F 0.367 -2.796 -2.856 -0.69 -0.25 0.58 0.00
H 2.969 -1.573 -2.064 -0.04 0.01 0.06 0.00
As 1.863 0.149 -0.570 1.76 0.48 -0.27 0.46
H -1.692 3.826 -0.304 0.00 0.03 -0.05 0.00
Ni -1.297 -0.530 0.234 -0.31 2.59 -2.19 0.01
F -1.108 -0.889 -1.659 -0.06 -1.24 0.32 0.01
H 4.057 -0.186 -1.836 -0.14 0.09 0.14 0.01
```
Forces are in eV/Å.

(6)
Entry from OMol25: C4H5NO2S in the gas phase at a distorted geometry (ωB97M-V/def2-TZVPD).

Values from the calculation:
* HOMO-LUMO gap: 7.99 eV
* calculated total energy: -758.70896 Ha
* SMILES: C/C(=N/O)C(=S)C=O

Structure (XYZ):
```
13
Properties=species:S:1:pos:R:3:forces:R:3:lowdin_charge:R:1
H 0.810 -2.115 0.437 0.30 -0.48 1.04 0.07
O -0.194 2.000 1.044 0.59 -0.33 -1.00 0.09
H -0.836 -2.111 1.127 -0.38 -0.40 0.30 0.07
H 1.158 2.464 -0.390 0.97 1.94 -0.57 0.08
C -0.256 -0.554 -0.171 0.39 -2.19 3.36 -0.43
O -1.303 0.503 -1.524 2.45 -0.22 -0.18 -0.03
C 0.838 0.368 -0.506 0.06 0.50 1.85 -0.65
C 0.522 1.791 0.098 -0.60 -1.87 0.38 -0.26
C 0.048 -1.531 0.963 0.77 1.07 -0.75 -0.03
H -2.137 0.684 -1.769 -4.71 1.28 -1.63 0.04
H 0.398 -1.011 1.911 -0.23 -0.72 -1.34 0.12
S 2.409 -0.012 -0.688 -0.96 0.37 -0.43 0.82
N -1.458 -0.476 -0.534 1.34 1.05 -1.03 0.12
```
Forces are in eV/Å.

The evaluated molar mass for the records listed, in turn: 781.5; 362.3; 42.0; 384.4; 581.6; 131.2 g/mol.
The evaluated relative energy (zero: lowest compared OMol25 entry of this formula, charge and spin) for the records listed, in turn: 7.8; 20.1; 21.4; 0.0; 107.8; 107.4 kcal per mole.